# 1
A gas-phase ion, C3H9N2 (charge +1). Source: the Open Molecules 2025 dataset; level of theory: ωB97M-V with the def2-TZVPD basis set.

CARTESIAN COORDINATES (ANGSTROEM)
C: -0.24449 -0.03516 1.61873
C: 0.27881 0.17486 0.21506
N: 1.78572 0.09517 0.09379
C: -0.39045 0.15514 -0.95385
N: -1.63429 -0.38485 -1.12663
H: 0.45645 -0.47936 2.32444
H: -0.47394 0.95256 1.99857
H: -1.14726 -0.62509 1.48987
H: 2.03261 -0.88591 -0.03723
H: 2.14960 0.71304 -0.63452
H: 2.18641 0.35275 0.99612
H: -0.12868 0.79897 -1.79376
H: -2.27560 -0.49218 -0.35715
H: -2.07414 -0.17560 -2.00716

Output
- multiplicity = 1
- total charge = +1
- HOMO level (eV) = -12.75
- SMILES = C/C([NH3+])=C\N
- maximum force (eV Å⁻¹) = 1.40
- total energy (Ha) = -228.9295

# 2
A gas-phase ion, C3H9N2 (charge +1). Source: the Open Molecules 2025 dataset; level of theory: ωB97M-V with the def2-TZVPD basis set.

CARTESIAN COORDINATES (ANGSTROEM)
C: 1.48275 1.12214 -1.24512
C: 0.21028 1.01725 -0.37175
N: -0.15509 -0.32853 -0.03630
C: -1.16551 -0.65105 0.77761
N: -1.19594 -1.93779 1.28949
H: 2.13179 1.98997 -0.85076
H: 1.19837 1.14210 -2.25101
H: 1.98999 0.17130 -0.99362
H: -0.80164 1.55673 -0.58706
H: 0.45919 1.53098 0.53732
H: 0.55350 -0.99449 -0.25285
H: -1.99363 0.03592 1.24349
H: -1.02376 -2.69998 0.59145
H: -1.69030 -1.95455 2.14912

Output
- multiplicity = 1
- total charge = +1
- HOMO level (eV) = -14.98
- SMILES = CC/[NH+]=C/N
- maximum force (eV Å⁻¹) = 3.66
- total energy (Ha) = -228.9306

# 3
2 unconnected molecules or ions with the total composition C3H9N2. Source: the Open Molecules 2025 dataset; level of theory: ωB97M-V with the def2-TZVPD basis set.

CARTESIAN COORDINATES (ANGSTROEM)
C: -1.60549 -0.10842 -0.01351
C: -1.57971 1.30129 -0.05559
C: 1.00118 -0.90754 0.03408
N: -2.14040 -1.17316 -0.00670
N: 2.08296 0.10761 -0.11207
H: -0.78639 1.71267 -0.56694
H: -2.64447 1.49358 -0.28173
H: -1.56929 1.69154 1.02263
H: 0.82119 -1.28620 1.13580
H: 1.25275 -1.69748 -0.69758
H: -1.86406 -2.16562 0.32159
H: 1.77799 0.55794 -0.95653
H: 3.01681 -0.23913 -0.43552
H: 2.23694 0.71292 0.61207

Output
- multiplicity = 1
- total charge = +1
- HOMO level (alpha / beta) (eV) = -11.51 / -11.51
- maximum force (eV Å⁻¹) = 4.33
- total energy (Ha) = -228.8015

# 4
2 unconnected molecules or ions with the total composition C3H9N2O. Source: the Open Molecules 2025 dataset; level of theory: ωB97M-V with the def2-TZVPD basis set.

CARTESIAN COORDINATES (ANGSTROEM)
C: 0.31344 2.35086 0.97988
C: -0.30442 1.39797 1.69580
N: -1.31778 0.58873 1.24655
H: -0.00206 2.57528 -0.03232
H: 1.16567 2.86293 1.39929
H: 0.06859 1.22444 2.70762
H: -1.03090 -0.15003 0.35544
H: -1.72778 0.07641 2.01411
N: 0.62452 -2.09607 -2.21998
C: 0.54547 -1.22776 -1.02222
O: -0.73300 -0.97450 -0.63872
H: 0.11241 -1.63042 -2.95765
H: 0.09570 -2.93070 -2.00263
H: 1.11488 -1.77146 -0.23772
H: 1.07526 -0.29566 -1.28746

Output
- multiplicity = 1
- total charge = -1
- HOMO level (eV) = -3.14
- maximum force (eV Å⁻¹) = 0.53
- total energy (Ha) = -304.4374

# 5
A gas-phase ion, C3H9N2O (charge -1). Source: the Open Molecules 2025 dataset; level of theory: ωB97M-V with the def2-TZVPD basis set.

CARTESIAN COORDINATES (ANGSTROEM)
N: -1.56702 -1.68709 0.64780
C: -0.17863 -1.39933 0.00140
C: -0.27423 -0.04147 -0.76571
N: -0.20497 1.06522 0.16543
C: 1.26612 1.64383 0.06432
O: 1.85698 1.59943 -1.11158
H: -1.52709 -2.32503 1.42426
H: -1.75762 -0.96108 1.29020
H: 0.57923 -1.36267 0.80157
H: 0.06446 -2.15034 -0.79731
H: 0.63059 0.04895 -1.34872
H: -1.25795 -0.12900 -1.26380
H: -0.73903 1.84895 -0.36204
H: 1.98305 1.20651 0.76081
H: 1.12611 2.64311 0.49338

Output
- multiplicity = 1
- total charge = -1
- HOMO level (eV) = -2.48
- SMILES = NCCNC[O-]
- maximum force (eV Å⁻¹) = 2.64
- total energy (Ha) = -304.4031

# 6
2 unconnected molecules or ions with the total composition C3H9N2O. Source: the Open Molecules 2025 dataset; level of theory: ωB97M-V with the def2-TZVPD basis set.

CARTESIAN COORDINATES (ANGSTROEM)
C: -2.32986 1.78110 -0.77295
N: -2.04043 1.60925 0.49864
H: -3.33236 1.59256 -1.21764
H: -1.52294 1.78888 -1.52276
H: -1.00795 1.45865 0.59354
C: 1.19196 -0.14047 -0.38333
O: 0.50976 1.00101 -0.12846
C: 0.84697 -1.24153 0.60324
N: 1.56154 -2.49776 0.29248
H: 0.99403 -0.60444 -1.40352
H: 2.32887 0.00016 -0.34730
H: 1.14313 -0.92084 1.59431
H: -0.24905 -1.40411 0.58508
H: 1.46583 -3.17538 1.06213
H: 1.20018 -2.91857 -0.53576

Output
- multiplicity = 2
- total charge = -2
- HOMO level (alpha / beta) (eV) = 4.67 / 0.32
- maximum force (eV Å⁻¹) = 3.52
- total energy (Ha) = -304.2357

# 7
2 unconnected molecules or ions with the total composition C3H9N2O. Source: the Open Molecules 2025 dataset; level of theory: ωB97M-V with the def2-TZVPD basis set.

CARTESIAN COORDINATES (ANGSTROEM)
C: 0.34122 -0.97482 1.06659
C: 2.05864 1.75322 -1.19635
C: -1.15590 -0.81025 1.24178
N: 0.89793 1.06275 -0.84161
N: -1.84491 -0.63951 -0.02792
O: 0.28097 0.39448 -1.65953
H: 0.75179 -1.18309 2.15606
H: 2.88769 1.04848 -0.90709
H: 2.27950 2.75004 -0.70357
H: 2.30568 1.58647 -2.34866
H: -1.42607 -0.07817 2.08796
H: -1.45686 -1.83204 1.73234
H: -1.40400 0.03405 -0.61104
H: -2.90400 -0.52285 -0.02563
H: -1.63777 -1.33123 -0.67757

Output
- multiplicity = 1
- total charge = +1
- HOMO level (alpha / beta) (eV) = -13.15 / -13.15
- maximum force (eV Å⁻¹) = 4.71
- total energy (Ha) = -303.9315

# 8
A gas-phase ion, C3H9N2O (charge +1). Source: the Open Molecules 2025 dataset; level of theory: ωB97M-V with the def2-TZVPD basis set.

CARTESIAN COORDINATES (ANGSTROEM)
C: -2.13323 0.50933 -0.97649
N: -1.38804 -0.41427 -0.04910
C: -0.12350 -0.27865 0.43289
O: 0.42359 -1.23244 0.99379
C: 0.78420 0.61254 -0.42153
N: 2.09561 0.45610 0.21651
H: -1.76624 0.31347 -1.96995
H: -3.15894 0.26617 -0.74820
H: -2.02406 1.51729 -0.55670
H: -1.98072 -0.80918 0.68112
H: 0.72548 0.06518 -1.36183
H: 0.43413 1.63752 -0.52419
H: 2.20475 1.16052 0.95118
H: 2.07837 -0.49875 0.67084
H: 2.90132 0.70256 -0.36079

Output
- multiplicity = 1
- total charge = +1
- HOMO level (eV) = -14.30
- SMILES = CNC(=O)C[NH3+]
- maximum force (eV Å⁻¹) = 4.00
- total energy (Ha) = -304.1925